[1]
19
Properties=species:S:1:pos:R:3:lowdin_charge:R:1 method="wB97M-V/def2-TZVPD" multiplicity=2 charge=+1 s_squared=0.755 homo_energy_ev="-14.41 / -14.40" homo_lumo_gap_ev="10.94 / 6.55"
C -0.106 0.718 -0.326 -0.143
C -1.024 0.231 -1.418 -0.172
C -1.821 -1.020 -1.150 -0.275
O -2.690 -1.080 -0.022 -0.029
N 0.872 -0.343 0.127 0.193
C 1.972 -0.152 1.245 -0.193
N 2.074 1.095 1.873 0.086
H 0.550 1.523 -0.649 0.134
H -0.607 1.059 0.599 0.147
H -0.492 0.078 -2.366 0.136
H -1.623 1.105 -1.714 0.141
H -1.229 -1.947 -1.186 0.121
H -2.404 -1.093 -2.076 0.133
H -2.143 -0.693 0.688 0.079
H 0.415 -1.232 0.344 0.138
H 1.616 -0.954 1.908 0.144
H 2.910 -0.496 0.792 0.149
H 2.573 1.725 1.251 0.111
H 1.156 1.478 2.081 0.100

=====

[2]
9
Properties=species:S:1:pos:R:3:lowdin_charge:R:1 method="wB97M-V/def2-TZVPD" homo_energy_ev="-8.61 / -8.33" homo_lumo_gap_ev="8.37 / 7.51"
O 2.289 1.107 0.494 0.013
C 1.304 0.440 0.216 -0.304
C -0.011 0.662 0.734 -0.074
C -1.181 -0.788 -0.710 0.005
O -1.044 -0.091 0.354 -0.052
H 1.394 -0.466 -0.433 0.117
H -0.224 1.261 1.608 0.126
H -0.446 -0.736 -1.506 0.085
H -2.080 -1.387 -0.758 0.086

=====

[3]
22
Properties=species:S:1:pos:R:3:lowdin_charge:R:1 method="wB97M-V/def2-TZVPD" homo_energy_ev=-8.68 homo_lumo_gap_ev=7.03
N 0.809 -1.339 -1.115 0.040
C -0.394 -0.609 -1.464 -0.485
C -0.178 0.788 -2.024 -0.555
S 0.694 1.891 -0.917 0.700
C -1.347 -0.571 -0.240 -0.299
N -1.246 -1.771 0.551 0.005
H 1.164 -1.827 -1.933 0.078
H 2.598 1.256 -0.579 0.148
H 1.523 -0.698 -0.784 0.009
H -0.961 -1.227 -2.177 0.139
H 0.301 0.809 -3.003 0.067
H -1.200 1.217 -2.220 0.104
H -2.360 -0.395 -0.666 0.111
H -1.185 0.359 0.338 0.082
H -1.063 -2.616 0.018 0.066
H -2.159 -1.920 0.978 0.075
H 1.600 1.043 0.900 -0.138
H 2.465 0.070 1.658 0.036
O 1.553 0.379 1.625 -0.126
H -0.812 0.098 4.239 0.028
H -0.486 -0.097 2.755 -0.010
O -0.940 -0.508 3.502 -0.076